No. 1
The following is a quantum chemistry calculation of a 15-piece molecular cluster, C35H50Cl42F8O3Si overall, from the Open Molecules 2025 dataset.

Structure (ORCA input):
```
! wB97M-V def2-TZVPD RIJCOSX def2/J DEFGRID3
* xyz 0 1
C 6.19 -1.11 3.43
C 6.14 0.50 3.05
C 5.81 0.79 1.46
C 4.32 0.18 1.01
C 3.30 1.46 0.75
C 1.70 0.98 0.67
C 0.77 2.21 1.29
C -0.57 2.36 0.30
C -1.66 1.16 0.51
C -2.83 1.51 1.64
O -2.28 1.84 2.97
C -2.42 0.68 3.87
O -1.41 -0.20 3.92
C -3.80 0.59 4.78
C -4.88 -0.55 4.19
O -4.06 -1.70 3.79
C -4.88 -2.81 3.27
C -4.93 -2.86 1.60
F -5.97 -3.84 1.23
F -5.41 -1.48 1.20
C -3.46 -3.10 0.91
F -2.48 -3.50 1.99
F -3.03 -1.75 0.38
C -3.41 -4.28 -0.22
F -3.58 -5.59 0.52
F -4.48 -4.15 -1.28
C -1.98 -4.41 -1.02
F -2.24 -4.00 -2.45
F -0.89 -3.56 -0.49
Si -4.07 2.88 1.06
C -5.89 2.21 0.93
C -3.99 4.32 2.40
C -3.64 3.56 -0.73
H 6.88 -1.24 4.37
H 5.13 -1.56 3.69
H 6.63 -1.78 2.57
H 7.20 0.95 3.34
H 5.33 1.07 3.69
H 6.69 0.35 0.82
H 5.75 1.97 1.27
H 3.90 -0.55 1.84
H 4.45 -0.42 0.02
H 3.63 2.03 -0.24
H 3.48 2.20 1.66
H 1.59 0.00 1.32
H 1.41 0.71 -0.45
H 1.33 3.26 1.25
H 0.34 1.98 2.36
H -0.23 2.33 -0.83
H -0.98 3.45 0.49
H -2.13 0.75 -0.51
H -1.06 0.24 0.96
H -3.47 0.52 1.74
H -3.48 0.17 5.84
H -4.30 1.65 4.92
H -5.44 -0.02 3.31
H -5.68 -0.80 5.03
H -4.56 -3.87 3.71
H -6.00 -2.66 3.63
H -1.57 -5.53 -1.08
H -6.62 3.10 1.14
H -6.02 1.72 -0.13
H -6.05 1.43 1.79
H -3.98 3.83 3.49
H -3.02 4.96 2.22
H -4.98 4.97 2.28
H -3.54 2.65 -1.49
H -4.60 4.17 -1.06
H -2.66 4.22 -0.72
C -4.18 2.59 -4.82
Cl -4.75 4.01 -3.91
Cl -2.52 2.84 -5.38
Cl -4.30 1.13 -3.82
H -4.83 2.46 -5.69
C -2.39 -8.64 -0.76
Cl -1.42 -8.85 -2.23
Cl -3.31 -10.11 -0.42
Cl -1.36 -8.22 0.61
H -3.10 -7.82 -0.93
C 1.08 -6.87 -4.94
Cl 1.63 -5.89 -6.31
Cl -0.10 -5.96 -3.96
Cl 0.37 -8.39 -5.50
H 1.94 -7.09 -4.31
C 9.77 -0.25 -0.43
Cl 10.15 0.57 1.10
Cl 8.29 -1.21 -0.27
Cl 9.61 0.93 -1.74
H 10.60 -0.92 -0.67
C -8.99 1.91 3.51
Cl -9.98 2.40 2.13
Cl -8.07 0.45 3.13
Cl -7.90 3.22 3.99
H -9.65 1.69 4.35
C -9.31 6.43 0.88
Cl -10.47 5.11 0.63
Cl -9.35 6.98 2.56
Cl -7.68 5.92 0.42
H -9.61 7.27 0.24
C 5.77 -2.70 -3.10
Cl 5.20 -1.28 -2.20
Cl 7.43 -2.45 -3.67
Cl 5.65 -4.16 -2.11
H 5.12 -2.83 -3.98
C 2.78 -3.67 -9.60
Cl 4.38 -3.82 -10.34
Cl 1.85 -5.17 -9.82
Cl 2.92 -3.28 -7.88
H 2.24 -2.86 -10.10
C -5.77 7.87 4.88
Cl -5.22 8.85 3.50
Cl -6.95 8.78 5.85
Cl -6.47 6.34 4.31
H -4.91 7.64 5.50
C 11.91 4.20 1.38
Cl 11.74 3.77 -0.33
Cl 12.59 5.83 1.55
Cl 10.34 4.09 2.21
H 12.59 3.49 1.85
C 7.38 -4.89 2.04
Cl 8.56 -3.64 2.48
Cl 5.96 -4.81 3.09
Cl 6.92 -4.74 0.34
H 7.85 -5.87 2.18
C 8.44 -3.80 -11.06
Cl 8.93 -2.18 -11.59
Cl 8.04 -4.82 -12.46
Cl 9.72 -4.55 -10.10
H 7.55 -3.70 -10.44
C -12.56 8.91 4.05
Cl -12.07 10.53 3.52
Cl -12.96 7.89 2.65
Cl -11.28 8.16 5.01
H -13.45 9.01 4.67
C 11.18 -4.09 -3.88
Cl 10.61 -2.68 -2.98
Cl 12.84 -3.85 -4.44
Cl 11.07 -5.55 -2.89
H 10.54 -4.22 -4.76
*
```

The total energy is -598794.6315 eV. The maximum force is 8.77 eV Å⁻¹. The lowest unoccupied orbital energy comes out at 0.0 eV.

---

No. 2
The following is a quantum chemistry calculation of a 2-piece molecular cluster, C3H3Br2F3OS overall, from the Open Molecules 2025 dataset.

Structure (ORCA input):
```
! wB97M-V def2-TZVPD RIJCOSX def2/J DEFGRID3
* xyz 0 1
C 0.21 0.78 -1.99
C -0.53 0.56 -0.78
C 0.27 -1.41 1.84
O 0.75 1.16 1.88
F 0.27 -2.25 0.82
F -0.98 -1.08 2.11
F 0.80 -2.04 2.89
S 1.34 0.05 1.14
Br -1.25 1.14 -3.52
Br -1.22 1.87 0.36
H 0.61 -0.14 -2.19
H 0.73 1.67 -1.88
H -1.00 -0.30 -0.67
*
```

The total energy is -164276.2601 eV. The maximum force is 4.54 eV Å⁻¹. The lowest unoccupied orbital energy (alpha / beta) comes out at -1.6 / -1.6 eV.

---

No. 3
The following is a quantum chemistry calculation of one molecule with the formula C3HBrF2, from the Open Molecules 2025 dataset.

Structure (ORCA input):
```
! wB97M-V def2-TZVPD RIJCOSX def2/J DEFGRID3
* xyz 0 1
C -0.23 0.15 -0.03
C -1.39 0.40 -0.01
C -2.80 0.87 0.05
F -2.99 1.57 -1.09
F -3.05 1.63 1.10
Br -3.99 -0.72 0.00
H 0.81 0.06 -0.18
*
```

The total energy is -78602.2514 eV. The maximum force is 1.98 eV Å⁻¹. The lowest unoccupied orbital energy comes out at 0.5 eV.